56
Properties=species:S:1:pos:R:3:nbo_charge:R:1 method="wB97M-V/def2-TZVPD" total_energy_ha=-2986.1376 spin_multiplicity=1 e_lumo_ev=-5.632 total_charge=+1 relative_energy_kj_mol=199.5 e_homo_ev=-11.93
Rh 0.21172 -0.48458 0.33889 1.288
S -1.84608 1.91284 1.78524 2.264
S -2.31643 2.09207 -0.88752 2.247
F -4.39244 3.56313 -1.52429 -0.288
F -2.86870 -0.52754 1.72493 -0.327
F -2.79343 0.37749 3.68602 -0.299
F -4.85999 1.51831 -0.97390 -0.302
F -4.27064 1.03089 2.24336 -0.284
F -3.93288 1.94059 -2.88576 -0.303
O -1.44565 2.95173 -1.62865 -0.920
O -1.66168 2.78905 2.88401 -0.852
O -0.61343 1.16241 1.39648 -0.966
O -0.53872 -2.02035 1.41495 -0.602
O -2.04973 0.67554 -0.93024 -0.991
O -0.37015 -1.44298 -1.19656 -0.638
N 1.17242 0.97040 -0.65891 -0.424
N 2.25282 1.13348 1.42620 -0.078
N 1.58894 0.12862 1.71704 -0.098
N -2.57142 2.58459 0.59744 -1.193
C -3.44215 -2.64256 -2.63235 -0.130
C -1.68453 -3.95116 2.04411 -0.715
C 3.36830 -0.80128 3.08986 -0.208
C 2.80079 -1.97707 5.10695 -0.165
C -1.53226 -2.08324 -1.28612 0.363
C 1.44956 -1.74682 4.88095 -0.190
C -3.33376 -3.42233 -0.36545 -0.143
C 2.01171 -0.59496 2.87153 0.135
C -4.01384 -3.33002 -1.55749 -0.218
C 1.60823 2.50051 -2.40087 -0.195
C -2.20706 -2.04731 -2.50973 -0.235
C 3.75607 -1.50911 4.21381 -0.196
C 1.96280 1.68623 0.16356 0.265
C -1.39569 -2.86060 1.06459 0.640
C 2.58035 2.84748 -0.23778 -0.177
C 1.04222 -1.06234 3.74913 -0.208
C -2.09326 -2.78976 -0.20107 -0.209
C 2.38027 3.26680 -1.55012 -0.122
C -3.02884 0.61744 2.40134 0.733
C -3.99665 2.30562 -1.60773 0.740
C 0.99954 1.34960 -1.91700 0.116
H -3.77168 -3.97133 0.45711 0.225
H 3.20304 3.38825 0.45985 0.260
H -4.98239 -3.79750 -1.66486 0.236
H 4.09555 -0.42525 2.38350 0.235
H -3.97728 -2.57453 -3.57018 0.235
H 0.71284 -2.09341 5.59275 0.231
H -0.00243 -0.85919 3.56347 0.235
H -0.81505 -4.09503 2.68105 0.257
H 0.34084 0.73622 -2.51557 0.248
H 2.83476 4.18347 -1.89962 0.248
H -1.95745 -4.88090 1.55300 0.249
H 1.44458 2.79059 -3.42812 0.253
H 4.80614 -1.69164 4.39589 0.235
H 3.11227 -2.52391 5.98674 0.233
H -2.51915 -3.63614 2.67751 0.264
H -1.75104 -1.50491 -3.32604 0.237

72
Properties=species:S:1:pos:R:3:lowdin_spin:R:1 method="wB97M-V/def2-TZVPD" total_energy_ha=-3454.6073 spin_multiplicity=5 e_lumo_ev="-8.508 / -12.627" total_charge=+3 relative_energy_kj_mol=33.0 e_homo_ev="-16.40 / -16.54"
Co -0.76255 -0.07894 0.02264 2.496
P -1.28001 -1.30522 1.65285 0.057
P -3.00704 0.75577 -0.18016 0.089
P -0.03768 1.09235 -1.69112 0.042
O 4.26529 -1.43781 0.26426 0.153
N 0.10366 1.54732 1.18873 0.079
N 1.79870 4.31524 3.77192 0.001
C 1.95707 2.25825 2.52073 0.003
C 2.93938 -1.75156 -3.63146 0.266
C 0.32888 -2.03513 1.92863 0.045
C 2.00122 -1.90830 -2.59293 0.037
C 1.94348 -4.08852 0.40254 0.008
C 1.25296 3.42298 2.90143 0.000
C 1.76055 1.42353 -1.79165 0.016
C -3.51260 2.40805 -0.79400 0.017
C 3.77766 -1.47148 -1.03287 0.243
C -0.59161 2.74759 -2.24541 -0.004
C -4.10239 0.75477 1.30502 0.014
C 0.78514 -4.14355 -0.29543 0.011
C 2.40098 -1.62466 -1.28764 0.137
C -0.03514 3.62874 2.35756 0.003
C -0.57118 2.67604 1.51415 0.009
C -2.50406 -2.63609 1.46712 0.014
C -3.96369 -0.35198 -1.28287 0.010
C 4.71684 -1.27126 -2.05950 0.089
C 1.37419 1.37106 1.62823 0.008
C -0.52638 0.04665 -3.10018 0.029
C 4.27464 -1.43712 -3.36992 0.048
C -1.59173 -0.54199 3.29884 -0.001
H -4.96280 0.08796 -1.40805 0.002
H 2.26296 0.58770 -2.28806 0.002
H 1.18583 -1.37097 1.70014 0.005
H 3.97465 -2.23773 0.73063 0.007
H -2.43482 0.14676 3.18742 0.000
H 5.69952 -0.92357 -1.78027 0.001
H 2.56901 -1.87988 -4.65610 0.010
H -4.04136 -1.34851 -0.82802 0.000
H -1.37757 0.51882 -3.60777 0.002
H 0.45060 -2.89596 1.28724 0.000
H 2.95201 2.07148 2.92559 0.000
H 1.31767 5.15341 4.06683 0.000
H -0.16305 -4.41064 0.19967 0.000
H 1.94354 2.36765 -2.31780 0.002
H -2.52130 -2.97633 0.42423 0.002
H 2.91314 -4.10871 -0.11842 0.001
H 1.93360 0.50562 1.24773 0.002
H 1.96353 -4.27499 1.48969 0.000
H -4.19492 -0.23680 1.76826 0.000
H 4.97222 -1.33085 -4.18850 -0.001
H -4.60679 2.37925 -0.89088 0.004
H -3.73317 1.47871 2.04265 0.000
H 2.71437 4.17392 4.16827 0.000
H -1.57423 2.79384 1.06824 0.002
H -2.30887 -3.49945 2.11185 0.002
H 0.78143 -4.26211 -1.38149 0.000
H -3.49627 -2.23800 1.70755 0.000
H 0.32060 -0.02777 -3.79109 0.003
H 0.98246 -2.24573 -2.79990 -0.001
H 2.16806 1.51736 -0.78127 0.001
H -3.07336 2.64951 -1.76474 0.000
H -0.59871 4.53431 2.59861 0.000
H -0.82055 -0.95315 -2.75197 0.007
H -1.45596 2.67268 -2.90950 0.000
H -0.71180 0.03358 3.62349 0.000
H 1.66965 -1.56471 -0.43796 0.017
H -5.09477 1.08425 0.95612 0.003
H -3.24799 3.18931 -0.07290 0.000
H 0.22812 3.22586 -2.79650 -0.001
H -0.83570 3.37525 -1.38502 0.000
H -3.46366 -0.42780 -2.25540 0.000
H -1.82528 -1.29322 4.07300 0.000
H 0.34535 -2.40505 2.96489 0.008

75
Properties=species:S:1:pos:R:3:lowdin_charge:R:1 method="wB97M-V/def2-TZVPD" smiles="C[N+](=O)[O-].O=S1(=O)OCCO1.O=S1(=O)OCCO1.O=S1(=O)OCCO1.O=S1(=O)OCCO1.CN(C)C=O.CN(C)C=O" total_energy_ha=-3852.8264 spin_multiplicity=1 e_lumo_ev=0.105 total_charge=0 e_homo_ev=-9.21
S -14.00350 -30.70079 21.25248 0.729
S -29.62408 -28.82475 27.35943 0.728
S -22.65869 -18.03700 24.81782 0.720
S -27.27226 -26.95810 19.52283 0.736
O -21.94407 -18.39991 23.60900 -0.234
O -25.96720 -27.84445 19.92589 -0.209
O -14.19770 -31.02540 19.83895 -0.253
O -15.40298 -30.22490 21.93487 -0.206
O -30.52364 -28.75955 28.78162 -0.232
O -22.06249 -28.41838 24.67306 0.067
O -16.60260 -22.96166 24.00776 -0.063
O -23.35775 -16.75587 24.85207 -0.247
O -28.52623 -29.78867 27.54066 -0.268
O -29.31168 -27.50540 26.76600 -0.249
O -27.50578 -25.92092 20.51034 -0.250
O -27.08060 -26.55217 18.11121 -0.257
O -22.48635 -27.12448 26.32413 0.073
O -27.27828 -23.80448 33.95911 0.012
O -13.83990 -32.03366 22.26397 -0.203
O -23.63450 -19.28112 25.30465 -0.197
O -12.95840 -29.69740 21.49599 -0.262
O -30.78365 -29.55821 26.52430 -0.228
O -28.37029 -28.22058 19.79522 -0.213
O -21.73606 -18.10894 26.15748 -0.190
N -25.85675 -25.11475 32.72643 -0.196
N -14.34743 -22.35433 23.58494 -0.214
N -22.39694 -27.38810 25.15512 -0.494
C -13.40407 -21.90087 22.62330 -0.086
C -15.96637 -31.23960 22.80792 -0.157
C -31.46949 -30.54224 27.34277 -0.107
C -15.69779 -22.42364 23.27176 -0.253
C -31.61612 -29.71364 28.77026 -0.121
C -22.63848 -26.34820 24.12463 0.050
C -27.81432 -29.31746 20.57880 -0.155
C -14.82252 -32.03966 23.33339 -0.184
C -25.58630 -26.44949 32.02229 -0.017
C -26.87718 -24.89775 33.61998 -0.350
C -26.39925 -29.21887 20.17553 -0.192
C -23.55082 -19.46061 26.65564 -0.207
C -25.13430 -23.96369 32.29106 -0.076
C -22.06453 -19.18568 26.98072 -0.183
C -13.78755 -22.77397 24.87966 -0.038
H -32.53069 -29.12177 28.80709 0.117
H -25.71896 -29.67780 20.89294 0.134
H -23.69374 -26.30825 23.85453 0.105
H -13.04048 -23.52985 24.63751 0.088
H -25.16560 -24.06123 31.20589 0.087
H -21.93727 -26.67535 23.35693 0.101
H -14.40088 -31.74209 24.29348 0.129
H -25.97756 -27.33560 32.52211 0.075
H -24.52998 -26.66919 31.86738 0.082
H -27.25059 -25.88980 33.91767 0.127
H -21.87657 -18.94843 28.02783 0.133
H -12.70610 -22.69765 22.36625 0.090
H -26.12847 -29.66480 19.21849 0.133
H -22.35574 -25.45573 24.68290 0.097
H -24.17570 -18.67794 27.08583 0.133
H -13.30972 -21.99780 25.47745 0.085
H -27.88447 -29.19993 21.66017 0.134
H -23.91242 -20.47922 26.79616 0.142
H -30.93154 -31.47377 27.51875 0.118
H -32.46175 -30.73906 26.93683 0.122
H -13.81042 -21.45715 21.71440 0.092
H -25.45385 -22.99469 32.67450 0.090
H -15.14451 -33.05935 23.54474 0.131
H -26.15105 -26.37971 31.09263 0.082
H -16.49298 -31.95250 22.17344 0.134
H -28.22621 -30.27157 20.24998 0.140
H -31.54704 -30.35271 29.65055 0.119
H -16.51841 -30.76310 23.61804 0.143
H -14.54087 -23.20201 25.54101 0.085
H -24.09930 -24.08634 32.61018 0.086
H -12.83870 -21.15696 23.18460 0.088
H -21.39396 -20.02294 26.78720 0.130
H -15.87519 -22.19749 22.20894 0.127

13
Properties=species:S:1:pos:R:3:nbo_charge:R:1 method="wB97M-V/def2-TZVPD" total_energy_ha=-249.2319 spin_multiplicity=1 e_lumo_ev=0.769 total_charge=0 relative_energy_kj_mol=633.7 e_homo_ev=-7.61
N 1.74011 -1.06239 -0.26159 -0.558
C -2.59420 -0.16877 0.39239 -0.579
C -1.31923 -0.00844 -0.09863 -0.266
C -0.29273 0.35263 -0.75768 -0.107
C 2.03795 0.24846 0.28300 -0.231
C 1.13601 0.12394 -0.89783 -0.164
H -1.71564 1.07135 -0.38277 0.490
H -2.89872 0.35632 1.29078 0.219
H 3.06149 0.58032 0.12270 0.203
H 1.02815 -1.51992 0.30374 0.353
H 1.59786 0.55158 1.23054 0.199
H -3.29727 -0.83403 -0.09653 0.224
H 1.55462 0.35272 -1.87417 0.217